Record 1
{"formula": "C5H12BrN2", "method": "wB97M-V/def2-TZVPD", "spin_multiplicity": 1, "e_tot_ha": -2880.87765, "largest_force_ha_per_bohr": 0.0972, "total_charge": 1, "homo_energy_ev": -12.45, "symbols": ["C", "C", "C", "C", "C", "N", "N", "Br", "H", "H", "H", "H", "H", "H", "H", "H", "H", "H", "H", "H"], "coordinates": [[0.972, -0.859, 0.066], [0.551, 1.192, 1.171], [2.847, 0.392, 0.696], [-3.046, 0.522, 1.140], [-3.421, -1.591, 0.115], [1.460, 0.225, 0.617], [-2.721, -0.628, 0.369], [2.055, -2.239, -0.654], [0.112, 1.706, 0.269], [-0.319, 0.703, 1.835], [1.056, 1.980, 1.694], [3.487, -0.324, 1.204], [3.154, 0.362, -0.426], [3.232, 1.316, 1.245], [-2.247, 0.678, 1.902], [-3.972, 0.425, 1.710], [-3.027, 1.455, 0.561], [-2.889, -2.435, -0.217], [-4.526, -1.755, 0.233], [-0.045, -1.075, 0.380]], "atomic_forces_ev_per_a": [[1.173, -0.075, 1.713], [-3.295, 0.415, -0.020], [4.018, 2.245, -1.949], [-0.125, 0.843, 0.716], [-2.895, -1.966, -0.136], [-1.187, -3.029, 0.082], [3.086, 2.301, 0.923], [-1.008, 1.234, 0.432], [-0.072, -0.481, 1.078], [2.210, 1.073, -1.631], [0.463, -0.071, 0.537], [-0.877, -1.073, 0.015], [0.295, 0.499, 2.028], [-1.280, -0.658, -1.287], [-0.527, -0.271, -0.407], [-0.272, 0.156, -0.180], [-0.247, -0.376, -0.095], [0.323, -1.300, -1.064], [0.725, 0.606, 0.324], [-0.508, -0.072, -1.079]]}


Record 2
{"formula": "C5H12BrN2", "method": "wB97M-V/def2-TZVPD", "smiles": "C=[NH+]CC(C)(C)NBr", "spin_multiplicity": 1, "e_tot_ha": -2880.88376, "largest_force_ha_per_bohr": 0.0819, "total_charge": 1, "homo_energy_ev": -12.73, "symbols": ["C", "C", "C", "C", "C", "N", "N", "Br", "H", "H", "H", "H", "H", "H", "H", "H", "H", "H", "H", "H"], "coordinates": [[0.363, 0.832, -0.231], [-0.916, 2.936, -0.206], [-0.150, -0.684, -0.148], [-0.011, -0.802, 1.385], [0.968, -1.525, -0.891], [-1.394, -0.812, -0.794], [-0.724, 1.722, 0.193], [-2.932, -0.280, -0.001], [1.249, 0.740, 0.407], [0.663, 1.112, -1.153], [-1.755, 3.614, 0.095], [-0.268, 3.314, -0.888], [1.084, -0.664, 1.783], [-0.340, -1.854, 1.724], [-0.726, -0.176, 1.966], [1.820, -1.847, -0.220], [1.397, -0.963, -1.784], [0.371, -2.407, -1.357], [-1.450, -1.644, -1.357], [-1.397, 1.359, 0.890]], "atomic_forces_ev_per_a": [[-0.915, -2.137, 1.849], [-1.849, -1.608, 1.829], [3.276, 2.431, 1.054], [-0.285, -3.101, 1.886], [-1.161, -0.534, -1.063], [0.582, -0.496, -1.145], [-0.208, 2.089, 0.926], [-1.068, -0.355, 0.392], [-0.426, 1.255, 0.164], [0.740, 1.002, -3.230], [0.657, -1.219, 0.113], [2.000, 1.081, -2.021], [-2.232, -0.164, -0.928], [0.616, 1.346, -0.472], [0.679, -0.065, -0.409], [-1.256, 0.211, -0.762], [-0.567, -0.607, 1.181], [1.574, 0.986, 0.932], [-0.665, -0.187, 0.167], [0.510, 0.071, -0.462]]}


Record 3
{"formula": "C5H12Cl2F6IrOSb", "method": "wB97M-V/def2-TZVPD", "spin_multiplicity": 2, "e_tot_ha": -2135.72593, "largest_force_ha_per_bohr": 0.0691, "total_charge": 3, "homo_energy_ev": [-23.01, -22.65], "symbols": ["Ir", "Cl", "C", "Cl", "H", "H", "F", "Sb", "F", "F", "F", "F", "F", "C", "C", "O", "C", "C", "H", "H", "H", "H", "H", "H", "H", "H", "H", "H"], "coordinates": [[-0.037, -0.765, 0.042], [-0.034, -3.038, -1.105], [1.698, -3.237, -0.729], [2.202, -1.554, -0.273], [2.238, -3.558, -1.616], [1.833, -3.908, 0.116], [-1.515, -0.265, 1.335], [-0.585, -0.878, 3.064], [0.706, 0.030, 1.715], [-0.066, -2.091, 1.508], [0.868, -1.458, 3.939], [-1.999, -1.930, 3.383], [-0.981, 0.748, 3.707], [-2.424, 0.146, -1.368], [-1.569, 1.378, -1.415], [-0.193, 1.009, -0.912], [0.653, 2.211, -0.735], [2.127, 2.039, -0.478], [-3.070, 0.041, -2.239], [-3.029, 0.018, -0.478], [-1.623, -0.641, -1.408], [-1.957, 2.222, -0.840], [-1.416, 1.764, -2.426], [0.161, 2.782, 0.074], [0.448, 2.837, -1.613], [2.412, 1.050, -0.163], [2.453, 2.747, 0.284], [2.699, 2.300, -1.368]], "atomic_forces_ev_per_a": [[2.672, 0.518, 2.281], [-0.677, -0.027, -0.614], [-0.003, -0.112, -0.144], [-0.151, 0.232, -0.659], [0.014, 0.130, -0.105], [-0.055, 0.104, 0.148], [-1.540, 0.098, -0.606], [-0.336, 0.402, -0.184], [0.586, 1.041, -0.727], [0.045, -1.296, -0.245], [0.670, -0.364, 0.557], [-0.650, -0.644, 0.345], [-0.144, 0.829, 0.519], [0.514, -0.110, -0.164], [-0.783, 0.137, -0.412], [-0.091, -0.339, 0.070], [0.224, 1.206, 0.426], [-0.016, 0.242, -0.472], [0.158, -0.008, -0.125], [0.085, 0.046, 0.184], [-1.054, -0.516, -0.563], [0.269, -0.029, 0.377], [0.363, -0.178, -0.060], [-0.049, -0.404, 0.088], [-0.027, -0.314, -0.199], [0.131, -0.344, 0.239], [-0.148, -0.072, 0.172], [-0.009, -0.230, -0.127]]}


Record 4
{"formula": "C5H12ClOP", "method": "wB97M-V/def2-TZVPD", "smiles": "CC(C)[P@](C)(=O)CCl", "spin_multiplicity": 1, "e_tot_ha": -1074.49037, "largest_force_ha_per_bohr": 0.0816, "homo_energy_ev": -9.91, "symbols": ["C", "C", "C", "C", "C", "O", "P", "Cl", "H", "H", "H", "H", "H", "H", "H", "H", "H", "H", "H", "H"], "coordinates": [[1.217, 1.541, 0.815], [-1.075, 1.041, 1.577], [-1.301, -1.581, -0.598], [1.065, -0.705, -1.804], [-0.106, 0.941, 0.427], [1.046, -1.625, 0.922], [0.306, -0.826, -0.115], [1.622, -2.294, -2.422], [1.943, 1.319, 0.121], [1.242, 2.610, 0.892], [1.415, 1.181, 1.757], [-0.827, 0.250, 2.398], [-2.091, 0.635, 1.231], [-1.201, 2.011, 2.011], [-1.904, -1.619, 0.270], [-1.894, -1.162, -1.363], [-1.015, -2.618, -0.802], [0.245, -0.593, -2.506], [1.803, 0.133, -2.200], [-0.490, 1.361, -0.613]], "atomic_forces_ev_per_a": [[-1.562, 1.288, -0.634], [-2.008, -3.679, 0.208], [1.753, -0.888, 0.791], [0.933, 1.437, -1.995], [0.135, -0.192, -2.825], [-0.632, 0.805, -1.186], [-0.560, 0.056, 1.130], [0.451, -0.084, 0.513], [2.032, -0.787, -1.353], [-0.516, 0.788, 0.015], [1.089, -1.042, 2.129], [0.037, 1.615, -1.214], [1.098, 0.947, 0.481], [0.118, 0.576, 0.106], [-0.609, -0.041, 1.145], [-0.236, 0.645, -1.125], [-0.251, 0.078, -0.294], [-0.518, 0.581, 0.336], [-1.153, -1.759, 1.636], [0.402, -0.343, 2.136]]}


Record 5
{"formula": "C5H12ClP", "method": "wB97M-V/def2-TZVPD", "smiles": "CC(C)(C)[C@H](P)Cl", "spin_multiplicity": 1, "e_tot_ha": -999.18324, "largest_force_ha_per_bohr": 0.0793, "homo_energy_ev": -10.03, "symbols": ["C", "C", "C", "C", "C", "P", "Cl", "H", "H", "H", "H", "H", "H", "H", "H", "H", "H", "H", "H"], "coordinates": [[1.143, -0.855, 0.436], [0.227, 0.218, -1.632], [0.917, 1.635, 0.355], [-1.161, -0.082, 0.538], [0.287, 0.325, -0.095], [-1.907, -1.674, -0.124], [-2.284, 1.209, 0.068], [1.122, -0.861, 1.586], [2.127, -0.498, 0.148], [1.016, -1.828, -0.096], [0.201, 1.308, -1.943], [-0.604, -0.420, -2.084], [1.155, -0.128, -1.881], [0.447, 2.378, -0.257], [0.932, 1.731, 1.369], [1.926, 1.634, 0.120], [-1.000, 0.054, 1.693], [-3.063, -1.665, 0.771], [-1.483, -2.482, 1.029]], "atomic_forces_ev_per_a": [[0.822, 0.811, 0.592], [-2.428, 2.337, 0.706], [-1.938, -1.281, -2.386], [1.981, 2.027, 1.408], [-1.857, -3.560, 0.700], [-0.316, -0.636, 2.595], [-0.779, 0.558, -0.126], [-0.058, -0.548, -1.706], [0.646, -0.510, 0.219], [-0.335, 0.626, 0.832], [-0.459, -1.429, -0.477], [1.189, 1.056, 0.698], [2.374, -1.110, -1.303], [-0.313, 1.078, 0.518], [-0.721, 0.760, 2.900], [2.109, -0.184, -0.969], [-0.653, -0.741, -2.106], [0.196, 0.596, -1.002], [0.541, 0.149, -1.092]]}


Record 6
{"formula": "C5H12FN2", "method": "wB97M-V/def2-TZVPD", "smiles": "CCCCNC(=[NH2+])F", "spin_multiplicity": 1, "e_tot_ha": -406.76779, "largest_force_ha_per_bohr": 0.1417, "total_charge": 1, "homo_energy_ev": -14.18, "symbols": ["C", "C", "C", "C", "C", "N", "N", "F", "H", "H", "H", "H", "H", "H", "H", "H", "H", "H", "H", "H"], "coordinates": [[-0.801, 2.159, -0.532], [-1.010, -1.469, 1.359], [0.369, -1.681, 0.808], [0.875, -1.279, -0.572], [0.806, 0.248, -1.029], [-0.556, 0.753, -1.121], [0.173, 2.853, -0.001], [-2.084, 2.412, -0.437], [-1.887, -1.833, 0.855], [-1.104, -1.916, 2.385], [-1.137, -0.379, 1.581], [0.904, -1.168, 1.519], [0.752, -2.652, 1.030], [1.962, -1.475, -0.848], [0.164, -1.909, -1.155], [1.232, 0.137, -2.100], [1.465, 0.776, -0.326], [-1.138, 0.373, -1.879], [1.101, 2.441, -0.076], [-0.086, 3.609, 0.541]], "atomic_forces_ev_per_a": [[-0.299, -6.839, -2.497], [-1.017, 0.956, 1.399], [1.029, -0.127, 0.120], [-1.113, 0.417, -1.002], [0.365, -2.856, -1.761], [-0.012, 5.666, 2.712], [-1.376, -2.417, -1.807], [1.991, 0.783, -0.035], [-0.183, -0.123, -0.736], [0.449, 0.175, -0.932], [-0.238, -0.687, -0.433], [1.877, 1.628, 1.728], [-0.172, -1.213, -0.369], [-1.441, -0.580, 0.866], [0.962, 0.658, -0.881], [-0.261, 0.990, 1.758], [-0.301, 0.079, -0.474], [-0.040, 0.745, 0.697], [-0.155, 0.672, 0.137], [-0.065, 2.074, 1.512]]}